1.
This record from the Open Molecules 2025 dataset describes a molecular structure, C42H33CrN2O8P2Se. The level of theory is ωB97M-V/def2-TZVPD.

The geometry in ORCA input format:
```
! RIJCOSX wB97M-V def2-TZVPD def2/J DEFGRID3
* xyz -2 4
Cr 1.03 1.43 0.08
N 1.90 3.76 2.68
N 0.81 4.44 2.10
C 0.42 4.35 0.77
O -0.32 5.24 0.35
O 0.84 3.37 0.07
H 1.63 2.83 3.00
H 2.67 3.62 2.01
H 0.62 5.37 2.47
O 3.55 1.23 3.26
C 2.76 0.57 2.60
O 2.35 0.79 1.42
C 2.15 -0.66 3.33
C 2.90 -1.18 4.39
C 2.40 -2.18 5.20
C 1.11 -2.65 5.00
C 0.35 -2.14 3.97
C 0.87 -1.17 3.10
P -0.20 -0.52 1.76
C -0.82 -2.06 1.00
C -1.97 -2.02 0.21
C -2.45 -3.17 -0.42
C -1.78 -4.38 -0.27
C -0.62 -4.42 0.50
C -0.14 -3.27 1.11
C -1.58 0.10 2.80
C -2.88 -0.38 2.84
C -3.83 0.25 3.64
C -3.49 1.34 4.41
C -2.18 1.82 4.39
C -1.24 1.20 3.59
H 3.88 -0.75 4.56
H 3.01 -2.57 6.01
H 0.69 -3.41 5.66
H -0.66 -2.50 3.82
H -2.50 -1.09 0.06
H -3.33 -3.10 -1.04
H -2.14 -5.27 -0.76
H -0.07 -5.35 0.61
H 0.78 -3.32 1.68
H -3.17 -1.23 2.24
H -4.85 -0.13 3.65
H -4.23 1.83 5.03
H -1.90 2.68 4.98
H -0.22 1.59 3.57
C 1.58 -4.28 -4.17
C 1.25 -4.26 -2.83
C 0.98 -3.06 -2.19
C 1.02 -1.86 -2.90
C 1.37 -1.89 -4.25
C 1.65 -3.09 -4.88
P 0.60 -0.30 -2.03
C 1.16 1.01 -3.12
C 2.53 1.28 -3.01
C 3.05 2.25 -3.89
C 2.20 3.09 -4.59
C 0.82 2.94 -4.54
C 0.31 1.88 -3.81
C -1.21 -0.21 -2.27
C -1.92 -0.96 -3.16
C -3.32 -0.81 -3.25
C -3.97 0.09 -2.45
C -3.26 0.87 -1.51
C -3.93 1.76 -0.63
C -3.21 2.43 0.31
C -1.82 2.26 0.41
C -1.08 1.43 -0.41
C -1.85 0.73 -1.40
H 1.80 -5.22 -4.67
H 1.21 -5.19 -2.26
H 0.73 -3.05 -1.14
H 1.43 -0.95 -4.79
H 1.92 -3.10 -5.93
H 3.19 0.44 -2.80
H 4.12 2.38 -3.93
H 2.64 3.87 -5.21
H 0.17 3.63 -5.05
H -0.76 1.72 -3.76
H -1.41 -1.68 -3.80
H -3.87 -1.41 -3.96
H -5.04 0.20 -2.52
H -5.00 1.87 -0.71
H -3.71 3.11 0.99
H -1.33 2.83 1.19
O 4.16 3.24 0.69
Se 4.26 2.08 -0.43
O 5.00 2.59 -1.78
O 2.59 1.79 -1.05
O 4.84 0.65 0.05
*
```

Summary:
Molar mass (Da): 886.6
Max |F| (eV Å⁻¹): 3.1
HOMO level (alpha / beta) (Eh): -0.0919 / -0.0938
ΔE to the lowest compared entry with this formula, charge and spin (kcal/mol): 64.09
Energy (a.u.): -6460.3553
Orbital gap (alpha / beta) (eV): 6.41 / 6.46

Partial atomic charges computed with the Mulliken method, in multiples of e:
1. Cr -0.388
2. N -0.634
3. N 0.003
4. C 0.324
5. O -0.845
6. O 0.157
7. H 0.111
8. H 0.400
9. H 0.260
10. O -0.659
11. C -0.362
12. O -0.226
13. C -0.096
14. C -0.727
15. C -0.581
16. C -0.732
17. C -0.235
18. C 0.556
19. P 2.173
20. C 0.334
21. C -0.475
22. C -1.078
23. C -0.847
24. C -0.659
25. C -1.039
26. C 0.703
27. C -0.286
28. C -0.741
29. C -0.569
30. C -0.585
31. C -0.903
32. H 0.530
33. H 0.378
34. H 0.396
35. H 0.417
36. H 0.616
37. H 0.428
38. H 0.386
39. H 0.400
40. H 0.384
41. H 0.419
42. H 0.415
43. H 0.351
44. H 0.454
45. H 0.201
46. C -0.563
47. C -0.605
48. C -0.206
49. C -0.559
50. C -0.429
51. C -0.645
52. P 2.500
53. C 0.382
54. C -0.136
55. C -0.701
56. C -0.365
57. C -0.820
58. C -0.724
59. C 0.596
60. C -0.505
61. C -1.060
62. C -0.804
63. C 1.768
64. C -1.146
65. C -1.472
66. C 0.856
67. C 0.057
68. C -0.396
69. H 0.358
70. H 0.426
71. H 0.460
72. H 0.405
73. H 0.402
74. H 0.436
75. H 0.355
76. H 0.338
77. H 0.381
78. H 0.365
79. H 0.424
80. H 0.317
81. H 0.327
82. H 0.349
83. H 0.420
84. H 0.559
85. O -0.807
86. Se 0.850
87. O -0.756
88. O -0.032
89. O -0.728

---

2.
This record from the Open Molecules 2025 dataset describes 3 unconnected molecules or ions with the total composition C42H34Br2O7. The level of theory is ωB97M-V/def2-TZVPD.

The geometry in ORCA input format:
```
! RIJCOSX wB97M-V def2-TZVPD def2/J DEFGRID3
* xyz 0 1
C 8.91 -3.00 -4.85
C 8.38 -2.72 -6.26
C 8.09 -1.24 -6.60
C 7.71 -0.34 -5.42
C 6.28 -0.54 -4.95
C 5.88 0.47 -3.85
C 4.75 -0.05 -2.96
C 3.40 0.05 -3.57
C 2.52 -0.92 -3.83
C 2.63 -2.36 -3.57
Br 2.57 -2.87 -1.75
C 2.77 -3.30 -4.50
C 2.87 -4.78 -4.26
Br 3.00 -2.79 -6.31
C 1.31 -0.30 -4.44
O 0.31 -0.80 -4.81
O 1.54 1.06 -4.52
C 2.80 1.32 -4.06
O 3.29 2.40 -4.11
H 9.62 -2.25 -4.52
H 8.10 -3.07 -4.12
H 9.43 -3.96 -4.83
H 7.50 -3.33 -6.43
H 9.14 -3.08 -6.96
H 8.92 -0.80 -7.15
H 7.24 -1.22 -7.28
H 8.40 -0.45 -4.58
H 7.81 0.70 -5.75
H 5.61 -0.42 -5.81
H 6.15 -1.54 -4.54
H 6.76 0.64 -3.22
H 5.62 1.42 -4.29
H 4.73 0.51 -2.02
H 4.94 -1.10 -2.70
H 2.71 -5.32 -5.19
H 3.87 -5.01 -3.90
H 2.13 -5.09 -3.53
O 0.03 -0.09 2.68
C -0.46 -1.17 2.93
C 0.23 -2.44 2.55
C 1.47 -2.36 1.91
C 2.14 -3.52 1.57
C 1.58 -4.76 1.85
C 0.35 -4.84 2.48
C -0.33 -3.68 2.82
C -1.67 -3.79 3.48
O -2.17 -4.88 3.68
C -2.35 -2.53 3.88
C -3.58 -2.61 4.52
C -4.22 -1.45 4.92
C -3.64 -0.21 4.69
C -2.42 -0.13 4.04
C -1.77 -1.29 3.63
H 1.89 -1.39 1.70
H 3.10 -3.46 1.08
H 2.11 -5.67 1.59
H -0.10 -5.80 2.70
H -4.02 -3.58 4.71
H -5.18 -1.51 5.42
H -4.15 0.70 5.00
H -1.96 0.83 3.84
O -8.90 6.64 3.09
C -8.13 5.78 3.45
C -6.72 5.74 2.96
C -6.28 6.73 2.09
C -4.97 6.73 1.65
C -4.10 5.74 2.06
C -4.53 4.74 2.92
C -5.84 4.74 3.37
C -6.29 3.65 4.28
O -5.54 2.75 4.60
C -7.69 3.70 4.79
C -8.13 2.71 5.67
C -9.42 2.75 6.17
C -10.28 3.77 5.79
C -9.86 4.75 4.91
C -8.56 4.72 4.41
H -6.98 7.50 1.78
H -4.64 7.50 0.97
H -3.07 5.74 1.71
H -3.85 3.96 3.25
H -7.45 1.92 5.96
H -9.75 1.98 6.85
H -11.29 3.80 6.18
H -10.52 5.55 4.61
*
```

Summary:
Molar mass (Da): 810.5
Max |F| (eV Å⁻¹): 0.8
HOMO level (Eh): -0.3490
SMILES: CCCCCCCC1=C(/C(Br)=C(/C)Br)C(=O)OC1=O.O=C1c2ccccc2C(=O)c2ccccc21.O=C1c2ccccc2C(=O)c2ccccc21
Energy (a.u.): -7295.6404
Orbital gap (eV): 8.42

Partial atomic charges computed with the Mulliken method, in multiples of e:
1. C -1.181
2. C -0.370
3. C -0.838
4. C -0.748
5. C -0.113
6. C -1.134
7. C -0.752
8. C 0.850
9. C -0.222
10. C -0.086
11. Br -0.059
12. C 0.534
13. C -1.413
14. Br -0.137
15. C 0.278
16. O -0.505
17. O -0.340
18. C 0.429
19. O -0.523
20. H 0.313
21. H 0.235
22. H 0.389
23. H 0.259
24. H 0.393
25. H 0.369
26. H 0.295
27. H 0.312
28. H 0.435
29. H 0.299
30. H 0.166
31. H 0.512
32. H 0.475
33. H 0.372
34. H 0.442
35. H 0.435
36. H 0.315
37. H 0.378
38. O -0.665
39. C 0.540
40. C 0.350
41. C -0.775
42. C -0.843
43. C -0.633
44. C -0.628
45. C 0.238
46. C 0.648
47. O -0.662
48. C 0.147
49. C -0.524
50. C -0.610
51. C -0.319
52. C -0.741
53. C 0.269
54. H 0.501
55. H 0.865
56. H 0.429
57. H 0.484
58. H 0.477
59. H 0.416
60. H 0.478
61. H 0.516
62. O -0.666
63. C 0.532
64. C 0.389
65. C -0.643
66. C -0.431
67. C -0.586
68. C -0.566
69. C 0.126
70. C 0.427
71. O -0.653
72. C 0.188
73. C -0.482
74. C -0.560
75. C -0.454
76. C -0.633
77. C 0.278
78. H 0.478
79. H 0.398
80. H 0.412
81. H 0.622
82. H 0.525
83. H 0.403
84. H 0.394
85. H 0.479